Entry 1:
{
  "formula": "C31H24FOsP2S2",
  "method": "ωB97M-V with the def2-TZVPD basis set",
  "homo_lumo_gap_ev": [5.1, 5.0],
  "homo_ev": [-8.580, -11.252],
  "lumo_energy_ha": [-0.1276, -0.2280],
  "charge": 1,
  "multiplicity": 5,
  "s2": 6.07,
  "species": ["Os", "S", "P", "C", "P", "S", "C", "C", "C", "C", "C", "C", "C", "C", "C", "C", "C", "C", "C", "C", "C", "C", "C", "C", "C", "C", "C", "C", "C", "C", "H", "H", "H", "H", "H", "H", "H", "H", "H", "H", "H", "H", "H", "H", "H", "H", "H", "H", "H", "H", "F", "C", "C", "C", "C", "C", "C", "H", "H", "H", "H"],
  "coordinates": [[0.023, 0.738, -2.134], [2.244, 0.151, -2.576], [1.752, -0.194, -0.532], [0.091, 0.131, -0.320], [-1.483, -0.615, -0.523], [-2.007, -0.107, -2.535], [-1.786, -2.346, -0.113], [-2.330, -2.722, 1.125], [-2.691, -4.030, 1.418], [-2.335, -5.096, 0.506], [-1.647, -4.707, -0.638], [-1.395, -3.382, -1.007], [-2.550, 0.360, 0.582], [-3.885, 0.006, 0.631], [-4.761, 0.792, 1.389], [-4.424, 1.944, 2.085], [-3.068, 2.283, 2.050], [-2.184, 1.484, 1.324], [2.066, -1.859, -0.016], [2.288, -2.218, 1.325], [2.300, -3.560, 1.777], [2.418, -4.567, 0.791], [2.395, -4.204, -0.540], [1.999, -2.926, -0.925], [2.947, 0.833, 0.292], [2.618, 2.112, 0.674], [3.654, 3.010, 1.070], [4.980, 2.618, 1.255], [5.221, 1.244, 1.008], [4.263, 0.355, 0.534], [-2.595, -1.978, 1.880], [-3.184, -4.193, 2.359], [-2.550, -6.135, 0.680], [-1.256, -5.563, -1.176], [-1.000, -3.240, -2.036], [-4.327, -0.809, 0.067], [-5.746, 0.340, 1.554], [-5.189, 2.509, 2.686], [-2.575, 3.158, 2.493], [-1.117, 1.634, 1.354], [2.388, -1.406, 2.058], [2.223, -3.894, 2.834], [2.392, -5.609, 1.098], [2.459, -4.929, -1.370], [1.709, -2.689, -1.960], [1.603, 2.419, 0.597], [3.285, 4.022, 1.258], [5.755, 3.336, 1.463], [6.247, 0.930, 1.021], [4.496, -0.690, 0.357], [-1.206, 6.689, -2.271], [-0.961, 5.342, -2.168], [0.320, 5.005, -1.972], [0.642, 3.649, -2.041], [-0.366, 2.692, -2.349], [-1.693, 3.137, -2.483], [-1.934, 4.463, -2.618], [1.141, 5.737, -1.941], [1.651, 3.379, -1.730], [-2.426, 2.323, -2.634], [-2.899, 4.843, -2.987]],
  "forces_ev_per_angstrom": [[1.189, 2.709, -3.655], [-0.381, -0.336, 1.236], [1.353, -0.874, 0.057], [-0.351, -0.537, -0.100], [-0.972, -0.141, 1.981], [-0.754, -1.445, 1.251], [-0.436, 2.889, 1.894], [-0.549, 0.541, 0.106], [0.035, 1.553, 0.662], [0.855, -0.137, -1.764], [-0.104, -1.216, 0.817], [0.816, -3.120, -2.566], [-0.833, -0.161, -0.208], [-0.929, 0.889, 0.188], [-1.095, -1.200, 0.440], [0.245, 0.284, 0.445], [0.724, 0.174, -0.493], [0.825, -0.621, -0.235], [0.319, -2.278, 0.451], [-0.329, 0.279, 1.194], [0.195, -0.153, -0.973], [-0.432, 0.668, 1.036], [-1.215, -0.404, -1.533], [0.651, 0.932, -0.390], [0.652, -0.402, 1.200], [1.897, 0.581, -0.017], [-1.318, 0.094, 0.379], [-1.905, -1.243, -1.082], [0.489, 0.576, -0.476], [-0.653, 0.758, -0.044], [0.207, -0.073, -0.399], [-0.088, -0.285, 0.188], [-0.008, -0.057, 0.224], [-0.052, 0.413, -0.708], [-0.210, 0.330, 1.031], [0.265, -0.147, 0.095], [0.079, 0.585, -0.375], [1.010, -0.661, -0.799], [-0.800, -0.324, 0.195], [0.184, 0.678, 0.070], [-0.168, -0.386, -0.147], [0.303, 0.796, -0.815], [0.423, 0.142, -0.169], [0.010, 0.128, 0.802], [0.468, -0.372, 0.346], [-0.613, 0.546, -0.071], [0.562, -0.136, 0.051], [0.142, -0.095, 0.236], [0.257, -0.398, 0.383], [0.201, 0.189, -0.139], [-0.249, -0.957, 0.316], [-1.207, 2.310, -2.155], [2.437, -1.024, 0.144], [-0.454, -0.268, 0.275], [0.857, 0.420, 1.753], [0.377, -1.982, -1.154], [-1.600, 1.292, 0.757], [-0.730, -0.181, 0.474], [-0.150, -0.251, -0.614], [0.074, 1.217, -0.104], [0.484, -0.110, 0.503]],
  "mulliken_charge": [0.46, -0.43, 1.04, -0.75, 0.95, -0.48, 0.64, -0.47, -0.48, -0.77, -0.48, -0.50, 0.36, -0.34, -0.54, -0.57, -0.53, -0.24, 0.18, -0.20, -0.88, -0.21, -0.85, -0.07, 0.73, -0.69, -0.49, -0.79, -0.47, -0.63, 0.48, 0.46, 0.46, 0.39, 0.27, 0.43, 0.33, 0.36, 0.38, 0.37, 0.39, 0.39, 0.40, 0.35, 0.37, 0.61, 0.40, 0.45, 0.36, 0.45, -0.30, 0.30, -0.68, 0.19, 0.13, -0.08, -0.75, 0.42, 0.52, 0.27, 0.39]
}

=====

Entry 2:
{
  "formula": "C31H24NO2P2S2V",
  "method": "ωB97M-V with the def2-TZVPD basis set",
  "homo_lumo_gap_ev": [6.3, 6.9],
  "homo_ev": [-3.672, -4.294],
  "lumo_energy_ha": [0.0973, 0.0969],
  "charge": -1,
  "multiplicity": 4,
  "de_lowest_kcal_mol": 0.0,
  "s2": 3.76,
  "species": ["V", "S", "P", "C", "P", "S", "C", "C", "C", "C", "C", "C", "C", "C", "C", "C", "C", "C", "C", "C", "C", "C", "C", "C", "C", "C", "C", "C", "C", "C", "H", "H", "H", "H", "H", "H", "H", "H", "H", "H", "H", "H", "H", "H", "H", "H", "H", "H", "H", "H", "O", "C", "O", "C", "C", "C", "C", "C", "N", "H", "H", "H", "H"],
  "coordinates": [[4.074, -17.021, -8.715], [2.808, -19.393, -8.851], [3.137, -18.965, -10.780], [3.915, -17.509, -10.950], [5.529, -17.420, -11.119], [6.435, -17.777, -9.311], [6.276, -18.442, -12.456], [5.987, -18.006, -13.774], [6.416, -18.741, -14.884], [7.143, -19.886, -14.638], [7.546, -20.232, -13.366], [7.140, -19.518, -12.264], [6.085, -15.814, -11.739], [7.411, -15.559, -11.911], [7.833, -14.309, -12.426], [6.847, -13.360, -12.758], [5.499, -13.627, -12.533], [5.121, -14.848, -11.983], [3.831, -20.413, -11.608], [3.768, -20.460, -12.989], [4.159, -21.606, -13.677], [4.708, -22.706, -12.979], [4.824, -22.600, -11.594], [4.385, -21.474, -10.886], [1.517, -18.867, -11.541], [1.071, -17.641, -12.055], [-0.179, -17.561, -12.657], [-0.992, -18.664, -12.709], [-0.515, -19.916, -12.301], [0.743, -20.001, -11.682], [5.335, -17.135, -13.924], [6.107, -18.406, -15.894], [7.507, -20.494, -15.478], [8.233, -21.041, -13.225], [7.429, -19.803, -11.275], [8.203, -16.293, -11.686], [8.871, -14.083, -12.553], [7.211, -12.413, -13.172], [4.805, -12.829, -12.744], [4.083, -15.042, -11.673], [3.349, -19.643, -13.547], [4.129, -21.660, -14.738], [5.033, -23.593, -13.495], [5.201, -23.401, -11.024], [4.531, -21.333, -9.800], [1.765, -16.827, -11.951], [-0.490, -16.601, -13.096], [-1.984, -18.638, -13.146], [-1.170, -20.755, -12.308], [1.079, -20.912, -11.280], [3.404, -13.247, -7.138], [3.714, -14.427, -7.314], [3.803, -15.025, -8.466], [4.135, -15.392, -6.137], [4.233, -15.041, -4.772], [4.384, -16.061, -3.816], [4.568, -17.356, -4.292], [4.566, -17.583, -5.657], [4.373, -16.643, -6.579], [4.061, -14.024, -4.429], [4.240, -15.833, -2.765], [4.704, -18.208, -3.644], [4.727, -18.575, -6.003]],
  "forces_ev_per_angstrom": [[0.115, -0.508, -0.246], [0.061, -0.064, 0.863], [0.086, 0.528, 0.528], [-1.050, 0.505, -0.409], [1.575, -0.532, 0.353], [0.213, 0.103, -0.160], [0.213, 0.639, -0.714], [-0.382, -0.481, 0.260], [-0.878, 0.784, 0.342], [0.869, -0.508, -1.242], [0.280, -0.114, 0.018], [-0.967, 0.660, -0.232], [-1.207, -0.166, 0.715], [2.300, 1.088, -0.761], [-1.806, -0.540, 0.284], [1.137, -0.385, 0.047], [0.583, 0.144, 0.133], [-0.490, 0.606, -0.002], [0.227, -0.320, 0.486], [-0.096, -1.011, -0.616], [0.863, -0.586, 1.120], [-0.655, 1.435, 0.454], [-0.505, 0.689, -0.106], [0.254, 0.448, -0.480], [-0.413, 0.597, -0.748], [0.026, -1.049, 0.183], [0.406, 1.290, -0.024], [-0.155, -1.349, -0.505], [0.722, 1.100, 1.045], [-1.517, 0.831, -0.779], [0.370, -0.314, 0.128], [0.394, -0.403, 0.658], [-0.233, 0.246, 0.324], [0.137, -0.516, -0.037], [0.125, -0.085, 0.504], [-0.696, 0.205, 0.008], [0.412, 0.029, -0.079], [-0.474, -0.212, 0.137], [-0.385, -0.082, 0.032], [0.507, -0.030, -0.383], [-0.097, 0.312, -0.083], [-0.211, 0.139, -0.774], [0.042, -0.152, -0.121], [0.598, -0.958, 0.475], [-0.279, -0.409, -0.665], [0.023, 0.473, -0.149], [-0.022, -0.470, 0.329], [0.010, 0.262, -0.029], [-0.294, -0.621, -0.215], [0.407, -1.165, 0.373], [0.233, -1.301, 0.548], [0.664, 0.175, -0.885], [-0.323, 0.722, 0.990], [0.116, 0.714, -0.223], [-0.583, -0.659, -0.196], [-0.253, 0.336, -1.115], [-0.042, 0.282, 0.139], [0.333, 0.241, 0.358], [-0.681, 0.221, 0.892], [-0.024, -0.087, -0.423], [0.390, -0.072, -0.015], [-0.059, 0.013, 0.176], [0.088, -0.670, -0.486]],
  "mulliken_charge": [0.12, -0.77, 2.16, -1.61, 2.44, -0.72, 0.43, -0.64, -0.57, -0.46, -0.57, -0.46, -0.18, -0.27, -0.74, -0.38, -0.77, 0.21, 0.04, -0.23, -0.82, -0.56, -0.67, -0.46, -0.09, -0.33, -0.68, -0.38, -0.76, -0.30, 0.33, 0.34, 0.33, 0.45, 0.45, 0.29, 0.41, 0.33, 0.40, 0.19, 0.44, 0.46, 0.41, 0.44, 0.36, 0.48, 0.34, 0.35, 0.39, 0.47, -0.73, 0.47, -0.56, 0.32, -0.65, -0.19, -0.72, -0.19, -0.01, 0.42, 0.39, 0.37, 0.42]
}

=====

Entry 3:
{
  "formula": "C31H24NO2P2S2W",
  "method": "ωB97M-V with the def2-TZVPD basis set",
  "homo_lumo_gap_ev": [6.9, 8.0],
  "homo_ev": [-10.528, -11.496],
  "lumo_energy_ha": [-0.1338, -0.1295],
  "charge": 1,
  "multiplicity": 3,
  "s2": 2.02,
  "species": ["W", "S", "P", "C", "P", "S", "C", "C", "C", "C", "C", "C", "C", "C", "C", "C", "C", "C", "C", "C", "C", "C", "C", "C", "C", "C", "C", "C", "C", "C", "H", "H", "H", "H", "H", "H", "H", "H", "H", "H", "H", "H", "H", "H", "H", "H", "H", "H", "H", "H", "O", "C", "O", "C", "C", "C", "C", "C", "N", "H", "H", "H", "H"],
  "coordinates": [[1.415, 0.869, -1.681], [2.946, 0.815, 0.134], [1.230, 0.122, 1.035], [0.102, 0.188, -0.257], [-1.018, 1.431, -0.659], [0.174, 2.955, -1.364], [-2.153, 1.968, 0.620], [-2.607, 3.284, 0.646], [-3.518, 3.672, 1.615], [-3.970, 2.751, 2.551], [-3.515, 1.440, 2.523], [-2.603, 1.044, 1.558], [-1.916, 0.799, -2.087], [-1.173, 0.611, -3.254], [-1.732, -0.028, -4.348], [-3.051, -0.464, -4.282], [-3.798, -0.258, -3.133], [-3.232, 0.365, -2.028], [0.787, 1.146, 2.445], [0.902, 2.532, 2.345], [0.436, 3.331, 3.375], [-0.132, 2.750, 4.501], [-0.230, 1.370, 4.606], [0.226, 0.562, 3.577], [1.469, -1.556, 1.624], [2.647, -1.902, 2.283], [2.803, -3.190, 2.768], [1.789, -4.125, 2.598], [0.616, -3.778, 1.942], [0.453, -2.490, 1.452], [-2.244, 4.002, -0.080], [-3.872, 4.693, 1.640], [-4.680, 3.058, 3.307], [-3.866, 0.726, 3.257], [-2.237, 0.024, 1.535], [-0.175, 1.050, -3.403], [-1.153, -0.159, -5.252], [-3.501, -0.951, -5.137], [-4.828, -0.585, -3.090], [-3.817, 0.510, -1.128], [1.353, 2.979, 1.467], [0.523, 4.406, 3.301], [-0.490, 3.377, 5.307], [-0.658, 0.920, 5.492], [0.151, -0.515, 3.661], [3.441, -1.176, 2.408], [3.716, -3.465, 3.277], [1.915, -5.130, 2.977], [-0.171, -4.508, 1.810], [-0.451, -2.209, 0.925], [3.651, 0.698, -5.154], [3.049, 0.451, -4.148], [2.375, 1.316, -3.410], [2.946, -0.950, -3.602], [3.558, -2.029, -4.208], [3.391, -3.282, -3.641], [2.614, -3.406, -2.497], [2.034, -2.279, -1.949], [2.203, -1.067, -2.492], [4.143, -1.866, -5.101], [3.857, -4.151, -4.085], [2.456, -4.367, -2.029], [1.420, -2.326, -1.061]],
  "forces_ev_per_angstrom": [[0.891, 0.214, -0.158], [0.326, -0.115, 0.271], [-0.204, -0.011, 0.036], [-0.044, -0.337, -0.093], [-0.174, 0.170, 0.082], [-0.159, 0.172, -0.062], [0.040, 0.014, -0.106], [0.017, 0.022, -0.019], [-0.008, 0.003, 0.003], [0.013, -0.007, -0.016], [-0.013, -0.004, 0.020], [0.012, -0.033, 0.010], [0.105, -0.014, -0.023], [-0.077, 0.015, -0.224], [-0.022, 0.007, 0.072], [-0.014, -0.010, 0.005], [-0.026, -0.010, -0.010], [0.029, 0.001, 0.022], [0.077, -0.028, -0.130], [-0.016, 0.011, -0.007], [0.006, 0.002, -0.010], [0.000, -0.007, 0.006], [-0.018, 0.012, 0.021], [0.007, -0.035, 0.019], [0.016, 0.056, 0.027], [-0.026, -0.033, 0.001], [0.020, -0.004, 0.009], [0.002, 0.002, 0.001], [-0.012, -0.009, -0.008], [-0.011, -0.015, -0.002], [0.000, 0.000, 0.001], [-0.006, 0.003, 0.007], [-0.002, -0.001, 0.006], [-0.005, 0.004, 0.005], [0.006, -0.002, 0.003], [-0.282, -0.021, 0.027], [-0.011, 0.001, -0.014], [0.003, -0.002, -0.011], [-0.004, -0.010, -0.015], [0.012, 0.009, 0.009], [-0.002, 0.002, 0.000], [-0.003, 0.008, 0.006], [-0.004, 0.004, 0.008], [-0.003, 0.003, 0.008], [-0.005, 0.006, -0.006], [-0.005, 0.010, -0.004], [0.003, -0.012, 0.005], [0.008, -0.006, 0.006], [-0.001, -0.009, 0.003], [-0.001, 0.003, -0.001], [-0.021, -0.022, 0.183], [0.118, 0.041, -0.385], [-0.452, -0.163, 0.229], [-0.008, -0.078, 0.043], [-0.037, 0.048, 0.029], [-0.030, -0.001, 0.051], [0.034, -0.036, -0.049], [-0.041, 0.093, 0.045], [0.002, 0.077, 0.076], [-0.001, 0.040, -0.007], [-0.003, -0.007, 0.003], [-0.009, -0.002, 0.012], [0.013, -0.009, -0.007]],
  "mulliken_charge": [0.83, -0.58, 1.31, -0.74, 1.08, -0.42, 0.68, -0.65, -0.82, -0.51, -0.77, 0.02, 0.89, -0.44, -1.02, -0.53, -0.73, -0.45, 0.80, -0.46, -0.77, -0.52, -0.78, -0.34, 0.43, -0.41, -0.79, -0.49, -0.78, -0.20, 0.44, 0.43, 0.43, 0.46, 0.40, 0.73, 0.48, 0.41, 0.42, 0.39, 0.36, 0.45, 0.43, 0.45, 0.38, 0.41, 0.42, 0.42, 0.45, 0.36, -0.60, 0.42, -0.67, 0.53, -0.69, -0.32, -0.86, -0.06, -0.21, 0.54, 0.45, 0.48, 0.45]
}

=====

Max |F|, record by record: 4.70 2.66 0.93 eV/A